Entry 1:
The following is a DFT calculation (ωB97M-V/def2-TZVPD) of C28H35B2Cl5F4N12O7Y as an isolated structure.

Element x y z (Å)
Y  -0.04  -0.47  1.50
C  0.88  4.02  -0.35
C  0.86  2.83  0.55
N  1.14  1.60  0.14
O  1.48  1.51  -1.10
B  2.46  0.32  -1.47
F  2.39  0.27  -2.83
F  3.67  0.74  -0.96
O  2.01  -0.96  -0.93
N  2.06  -1.01  0.45
C  3.17  -1.28  1.01
C  4.42  -1.70  0.33
C  3.16  -1.04  2.49
N  2.09  -0.48  2.92
O  2.10  -0.11  4.22
B  0.82  0.50  4.58
F  0.71  0.71  5.89
F  -0.22  -0.24  3.97
O  0.71  1.90  3.88
N  0.55  1.80  2.61
C  0.62  2.95  1.94
C  0.50  4.27  2.60
C  4.33  -1.30  3.37
H  1.31  3.78  -1.31
H  1.45  4.83  0.11
H  -0.15  4.37  -0.48
H  4.23  -1.85  -0.73
H  4.78  -2.63  0.77
H  5.19  -0.94  0.44
H  0.19  4.16  3.64
H  -0.24  4.87  2.06
H  1.45  4.80  2.57
H  5.09  -1.89  2.88
H  4.00  -1.80  4.28
H  4.77  -0.35  3.69
N  -3.03  -0.43  -1.53
C  -3.79  0.78  -1.56
C  -3.67  1.61  -0.28
C  -2.26  1.74  0.28
O  -1.92  2.78  0.80
O  -1.53  0.66  0.23
H  -2.29  -0.56  -2.30
H  -3.14  -1.08  -0.76
H  -4.85  0.51  -1.68
H  -3.48  1.33  -2.44
H  -4.25  1.16  0.53
H  -4.08  2.60  -0.47
C  2.56  -3.14  -6.19
C  1.89  -1.98  -6.91
N  0.55  -2.31  -7.39
C  0.44  -3.20  -8.55
C  -0.03  -4.60  -8.21
C  -0.61  -1.79  -6.92
O  -1.70  -2.10  -7.38
C  -0.58  -0.77  -5.81
C  -0.22  0.55  -6.02
C  -0.33  1.45  -4.97
C  -0.82  1.00  -3.76
N  -1.20  -0.27  -3.55
C  -1.07  -1.13  -4.56
H  3.58  -2.86  -5.93
H  2.61  -4.03  -6.82
H  2.04  -3.37  -5.27
H  2.49  -1.69  -7.78
H  1.84  -1.12  -6.26
H  1.43  -3.23  -9.02
H  -0.25  -2.74  -9.26
H  0.69  -5.12  -7.58
H  -0.15  -5.19  -9.13
H  -1.00  -4.56  -7.72
H  0.14  0.87  -6.98
H  -0.06  2.49  -5.09
H  -0.89  1.67  -2.91
H  -1.43  -2.14  -4.39
N  0.51  -5.35  -1.59
N  -0.18  -4.32  -0.98
N  -1.45  -4.42  -0.65
C  -1.64  -3.27  -0.04
N  -0.54  -2.51  -0.03
N  0.40  -3.22  -0.64
H  -0.18  -6.04  -1.86
H  1.00  -4.98  -2.39
H  -2.57  -3.01  0.45
Cl  -3.39  0.48  2.94
C  -3.04  -1.21  3.19
C  -1.86  -1.72  2.65
C  -1.53  -2.98  3.13
Cl  0.09  -3.56  2.75
C  -2.34  -3.77  3.94
Cl  -1.85  -5.34  4.43
C  -3.56  -3.25  4.35
Cl  -4.62  -4.19  5.32
C  -3.91  -1.94  4.00
Cl  -5.37  -1.26  4.58

The LUMO energy (spin up / spin down) comes out at -5.7 / -5.5 eV. The largest force on an atom comes out at 0.52 eV/Å. The charge is +1. As for the relative energy (zero: lowest compared OMol25 entry of this formula, charge and spin): 3.806 eV. The spin multiplicity is 1.


Entry 2:
The following is a DFT calculation (ωB97M-V/def2-TZVPD) of C28H35Cl2CrGe2N3O3 as an isolated structure in a non-equilibrium geometry.

Element x y z (Å)
Cr  0.63  1.69  0.57
C  -1.99  -1.40  3.61
C  -0.80  -0.78  2.87
Ge  -1.43  -0.08  1.16
C  -2.97  1.07  0.97
C  -4.20  0.41  1.61
C  -1.63  -1.57  -0.04
C  -1.27  -1.88  -1.29
Ge  -0.11  -0.71  -2.33
C  -0.95  0.30  -3.76
C  -1.18  -0.45  -5.07
C  1.75  -1.23  -2.50
C  2.05  -2.46  -3.36
C  -1.74  -3.10  -2.00
C  -2.67  -3.97  -1.44
C  -3.09  -5.10  -2.12
C  -2.59  -5.38  -3.39
C  -1.68  -4.52  -3.97
C  -1.26  -3.40  -3.28
H  -1.61  -1.88  4.51
H  -2.50  -2.16  3.02
H  -2.71  -0.65  3.92
H  -0.05  -1.54  2.64
H  -0.33  0.01  3.45
H  -3.11  1.21  -0.10
H  -2.76  2.04  1.42
H  -4.39  -0.59  1.21
H  -5.07  1.02  1.38
H  -4.12  0.34  2.69
H  -2.26  -2.30  0.49
H  -0.30  1.16  -3.91
H  -1.89  0.66  -3.34
H  -0.24  -0.81  -5.51
H  -1.64  0.21  -5.80
H  -1.85  -1.30  -4.95
H  2.11  -1.37  -1.48
H  2.25  -0.34  -2.90
H  1.57  -3.36  -2.98
H  3.13  -2.65  -3.38
H  1.74  -2.32  -4.40
H  -3.09  -3.77  -0.46
H  -3.82  -5.76  -1.66
H  -2.93  -6.26  -3.92
H  -1.29  -4.73  -4.96
H  -0.55  -2.74  -3.76
C  3.49  -1.12  1.95
C  4.54  -0.29  2.34
C  4.43  1.08  2.18
C  3.27  1.61  1.65
N  2.24  0.80  1.31
C  2.36  -0.53  1.44
C  3.06  3.05  1.37
C  3.97  4.04  1.61
C  3.66  5.35  1.25
C  2.43  5.62  0.66
C  1.56  4.57  0.46
N  1.87  3.32  0.81
H  3.55  -2.19  2.04
H  5.44  -0.72  2.76
H  5.24  1.73  2.46
H  1.52  -1.13  1.10
H  4.92  3.82  2.08
H  4.36  6.14  1.44
H  2.16  6.62  0.37
H  0.58  4.74  0.03
O  1.19  1.52  -1.24
N  0.14  0.78  -1.03
Cl  -2.10  4.45  3.00
C  -1.10  3.40  4.01
Cl  -2.05  2.07  4.71
C  0.03  2.77  3.22
O  1.15  2.74  3.65
O  -0.36  2.24  2.06
H  -0.70  3.98  4.82

The LUMO energy (spin up / spin down) comes out at -6.7 / -7.7 eV. The largest force on an atom comes out at 2.30 eV/Å. The charge is +2. Its expectation value of S² is 6.05. As for the relative energy (zero: lowest compared OMol25 entry of this formula, charge and spin): 0.910 eV. The spin multiplicity is 5.


Entry 3:
The following is a DFT calculation (ωB97M-V/def2-TZVPD) of a 3-piece molecular cluster, C28H35ClFIN2O4 overall.

Element x y z (Å)
C  3.84  -0.65  0.41
C  3.10  0.01  -0.77
C  1.69  -0.58  -1.00
I  1.19  -0.64  -3.08
C  0.64  0.08  -0.13
C  0.61  -0.16  1.18
C  -0.40  0.50  2.03
O  -0.13  0.87  3.15
C  -1.73  0.72  1.38
C  -1.69  0.99  0.01
C  -2.85  1.23  -0.72
C  -4.09  1.15  -0.09
C  -5.33  1.35  -0.92
C  -5.57  0.24  -1.93
F  -6.44  -0.71  -1.37
C  -4.12  0.85  1.28
Cl  -5.67  0.67  2.07
C  -2.96  0.63  2.06
C  -3.06  0.29  3.52
C  -3.27  -1.23  3.79
C  -2.58  -2.17  2.79
C  -3.59  -2.74  1.81
O  -2.97  -3.30  0.65
C  -2.42  -4.50  0.82
O  -2.49  -5.16  1.81
C  -0.37  1.04  -0.66
O  -0.13  1.83  -1.54
H  3.95  0.06  1.22
H  3.30  -1.51  0.80
H  4.81  -1.02  0.09
H  3.00  1.07  -0.59
H  3.67  -0.16  -1.68
H  1.71  -1.62  -0.71
H  1.31  -0.81  1.68
H  -2.74  1.47  -1.77
H  -6.22  1.41  -0.31
H  -5.27  2.29  -1.46
H  -6.07  0.64  -2.80
H  -4.66  -0.28  -2.21
H  -3.90  0.83  3.92
H  -2.20  0.64  4.07
H  -4.34  -1.42  3.76
H  -2.89  -1.44  4.78
H  -2.16  -3.01  3.34
H  -1.76  -1.72  2.25
H  -4.23  -1.93  1.45
H  -4.24  -3.46  2.30
H  -1.84  -4.82  -0.04
C  4.38  -2.38  -5.77
C  5.81  -2.27  -5.26
C  6.16  -3.38  -4.27
C  5.29  -3.34  -3.09
N  4.61  -3.29  -2.17
H  3.66  -2.29  -4.96
H  4.16  -1.59  -6.49
H  4.21  -3.34  -6.27
H  5.94  -1.30  -4.77
H  6.50  -2.31  -6.09
H  7.19  -3.28  -3.93
H  6.06  -4.36  -4.74
C  1.82  6.14  1.82
C  0.75  5.06  1.74
C  1.19  3.74  2.39
C  2.37  3.18  1.72
N  3.28  2.75  1.17
H  2.72  5.86  1.28
H  1.46  7.07  1.38
H  2.10  6.35  2.86
H  0.49  4.88  0.70
H  -0.15  5.40  2.25
H  0.40  3.00  2.32
H  1.43  3.88  3.44

The LUMO energy comes out at -1.0 eV. The SMILES is CC[C@H](I)C1=CC(=O)c2c(cc(CCF)c(Cl)c2CCCCOC=O)C1=O.CCCC#N.CCCC#N. The largest force on an atom comes out at 0.87 eV/Å. The charge is 0. The spin multiplicity is 1.


Entry 4:
The following is a DFT calculation (ωB97M-V/def2-TZVPD) of C28H35F3N4P2Sr as an isolated structure in a non-equilibrium geometry.

Element x y z (Å)
Sr  0.28  1.81  -1.60
C  -1.88  1.86  -4.08
C  -2.03  0.58  -3.75
C  -1.27  -0.55  -4.37
C  0.22  -0.20  -4.67
C  0.92  0.64  -3.62
C  1.12  1.99  -3.81
C  0.43  2.78  -4.86
C  -1.05  2.34  -5.24
C  1.55  0.64  3.84
H  -2.56  2.65  -3.68
H  -2.82  0.27  -3.04
H  -1.68  -0.89  -5.32
H  -1.30  -1.39  -3.67
H  0.77  -1.15  -4.74
H  0.33  0.24  -5.68
H  1.53  0.06  -2.87
H  1.79  2.63  -3.16
H  1.00  2.74  -5.79
H  0.38  3.84  -4.53
H  -1.53  3.24  -5.67
H  -1.00  1.63  -6.11
H  0.92  1.54  3.98
H  2.56  0.99  4.05
H  1.21  -0.02  4.65
P  1.72  -0.39  2.16
P  -1.43  -0.90  2.08
N  2.64  0.83  1.04
N  2.94  -1.73  2.25
N  -2.04  0.41  0.96
N  -2.88  -1.92  2.09
C  0.86  -1.10  0.51
C  -0.49  -1.82  0.72
C  2.87  2.10  1.53
C  3.77  2.75  0.71
C  4.11  1.86  -0.35
C  3.47  0.65  -0.10
C  3.96  -1.60  3.19
C  4.70  -2.80  3.24
C  4.15  -3.68  2.22
C  3.10  -2.98  1.61
C  -2.56  1.61  1.47
C  -2.76  2.48  0.42
C  -2.43  1.79  -0.78
C  -1.91  0.55  -0.43
C  -3.85  -2.20  1.12
C  -4.80  -3.06  1.68
C  -4.37  -3.35  3.04
C  -3.19  -2.65  3.24
H  1.56  -1.81  0.03
H  0.82  -0.27  -0.24
H  -1.08  -1.85  -0.22
H  -0.30  -2.85  1.06
H  2.41  2.38  2.46
H  4.11  3.76  0.86
H  4.81  2.05  -1.15
H  3.64  -0.34  -0.53
H  4.07  -0.70  3.77
H  5.47  -3.05  3.93
H  4.44  -4.69  2.04
H  2.45  -3.31  0.80
H  -2.80  1.73  2.53
H  -3.22  3.47  0.45
H  -2.71  2.04  -1.79
H  -1.72  -0.35  -1.07
H  -3.81  -1.76  0.15
H  -5.69  -3.43  1.20
H  -4.86  -4.00  3.74
H  -2.55  -2.59  4.10
F  -1.65  1.78  4.41
C  -1.98  0.47  4.16
F  -1.53  -0.25  5.22
F  -3.37  0.42  4.25

The LUMO energy (spin up / spin down) comes out at -1.1 / -1.4 eV. The largest force on an atom comes out at 3.42 eV/Å. The charge is 0. As for the relative energy (zero: lowest compared OMol25 entry of this formula, charge and spin): 2.950 eV. The spin multiplicity is 1.


Entry 5:
The following is a DFT calculation (ωB97M-V/def2-TZVPD) of C28H35F4N4OPtS as an isolated structure in a non-equilibrium geometry.

Element x y z (Å)
Pt  1.06  0.18  -0.44
C  2.00  -1.43  -3.12
C  2.99  -0.28  -2.96
N  2.98  0.44  -1.64
C  4.24  0.16  -0.90
C  4.40  -1.30  -0.53
C  2.80  1.89  -1.89
C  2.56  2.68  -0.65
N  1.54  1.99  0.16
C  0.75  2.68  1.09
C  0.17  2.00  2.17
F  0.46  0.70  2.40
C  -0.68  2.59  3.08
F  -1.20  1.83  4.04
C  -0.97  3.93  3.02
C  -0.36  4.65  2.02
F  -0.60  5.96  1.89
C  0.47  4.06  1.09
F  0.95  4.88  0.14
H  2.03  -1.79  -4.15
H  0.99  -1.11  -2.90
H  2.24  -2.26  -2.46
H  2.81  0.46  -3.74
H  4.00  -0.66  -3.12
H  4.23  0.77  0.01
H  5.09  0.49  -1.51
H  3.51  -1.66  -0.03
H  5.25  -1.41  0.14
H  4.59  -1.93  -1.41
H  1.93  1.98  -2.53
H  3.66  2.30  -2.43
H  2.30  3.68  -0.96
H  3.48  2.76  -0.06
H  -1.63  4.41  3.74
N  -1.00  0.01  -0.79
S  -2.01  0.03  0.45
C  -3.41  -0.98  0.05
C  -3.56  -2.16  0.77
C  -4.60  -3.02  0.43
C  -5.45  -2.69  -0.62
C  -5.28  -1.51  -1.33
C  -4.26  -0.64  -1.00
C  -2.85  1.61  0.50
C  -3.99  1.76  1.29
C  -4.59  3.01  1.37
C  -4.06  4.08  0.66
C  -2.93  3.92  -0.12
C  -2.31  2.68  -0.20
H  -1.43  0.29  -1.66
H  -2.88  -2.39  1.58
H  -4.74  -3.94  0.98
H  -6.25  -3.37  -0.88
H  -5.96  -1.26  -2.14
H  -4.14  0.30  -1.53
H  -4.40  0.92  1.84
H  -5.48  3.14  1.98
H  -4.54  5.05  0.73
H  -2.52  4.76  -0.67
H  -1.42  2.53  -0.80
C  1.06  -4.61  -0.79
N  1.59  -4.02  0.44
C  2.35  -4.86  1.37
C  1.46  -2.70  0.64
C  1.99  -2.11  1.92
O  0.85  -2.01  -0.21
H  0.86  -5.66  -0.62
H  1.76  -4.51  -1.62
H  0.13  -4.11  -1.07
H  2.28  -5.89  1.03
H  1.96  -4.80  2.38
H  3.41  -4.59  1.39
H  2.97  -2.50  2.18
H  1.30  -2.35  2.73
H  2.04  -1.03  1.82

The LUMO energy (spin up / spin down) comes out at -2.6 / -2.6 eV. The largest force on an atom comes out at 1.15 eV/Å. The charge is +1. As for the relative energy (zero: lowest compared OMol25 entry of this formula, charge and spin): 0.316 eV. The spin multiplicity is 1.


Entry 6:
The following is a DFT calculation (ωB97M-V/def2-TZVPD) of a 7-piece molecular cluster, C28H35N7 overall in a non-equilibrium geometry.

Element x y z (Å)
N  10.44  9.96  14.12
C  10.55  8.96  13.21
C  9.41  8.20  13.25
C  8.67  8.75  14.27
C  9.30  9.80  14.84
H  11.18  10.57  14.43
H  11.40  8.99  12.54
H  9.18  7.38  12.56
H  7.71  8.26  14.45
H  9.09  10.50  15.64
N  6.75  13.79  13.82
C  5.48  13.33  13.38
C  4.75  13.16  14.51
C  5.51  13.58  15.64
C  6.74  13.93  15.15
H  7.55  13.97  13.25
H  5.30  13.30  12.37
H  3.71  12.84  14.44
H  5.19  13.68  16.67
H  7.65  14.33  15.62
N  5.94  17.16  13.52
C  4.94  17.49  12.68
C  5.29  18.74  12.13
C  6.54  19.04  12.62
C  6.93  18.05  13.53
H  6.00  16.30  14.04
H  4.12  16.85  12.55
H  4.59  19.38  11.63
H  6.98  20.04  12.69
H  7.76  18.14  14.22
N  8.11  12.86  8.28
C  9.08  11.88  8.24
C  8.70  10.88  9.08
C  7.45  11.18  9.61
C  7.09  12.37  9.06
H  8.06  13.68  7.69
H  9.98  12.14  7.65
H  9.26  10.01  9.38
H  6.83  10.48  10.18
H  6.20  13.02  9.31
N  8.43  19.62  6.96
C  8.03  19.19  8.19
C  9.03  18.51  8.73
C  10.11  18.42  7.82
C  9.73  19.11  6.68
H  7.83  19.89  6.23
H  6.97  19.34  8.50
H  9.09  18.07  9.66
H  11.01  17.88  7.98
H  10.18  19.28  5.70
N  8.55  15.69  6.46
C  9.73  15.13  6.21
C  9.74  14.40  5.04
C  8.31  14.39  4.71
C  7.61  15.20  5.58
H  8.34  16.41  7.17
H  10.56  15.37  6.82
H  10.48  13.81  4.61
H  7.90  13.87  3.92
H  6.55  15.32  5.74
N  9.36  13.53  11.23
C  9.00  14.83  11.36
C  9.33  15.22  12.62
C  9.92  14.12  13.28
C  9.88  13.07  12.40
H  9.24  13.00  10.37
H  8.41  15.28  10.58
H  9.12  16.20  13.12
H  10.12  14.15  14.37
H  10.13  11.99  12.50

The LUMO energy comes out at 0.6 eV. The SMILES is c1cc[nH]c1.c1cc[nH]c1.c1cc[nH]c1.c1cc[nH]c1.c1cc[nH]c1.c1cc[nH]c1.c1cc[nH]c1. The largest force on an atom comes out at 4.63 eV/Å. The charge is 0. As for the relative energy (zero: lowest compared OMol25 entry of this formula, charge and spin): 1.533 eV. The spin multiplicity is 1.